<a>
6
Properties=species:S:1:pos:R:3 method="wB97M-V/def2-TZVPD" homo_lumo_gap_ev=10.54 smiles=S.S
S -0.160 0.965 -1.450
H -0.678 0.695 -0.238
H -1.188 0.367 -2.081
S 0.385 -1.133 1.562
H 0.866 -1.006 0.312
H 0.775 0.112 1.895

<b>
6
Properties=species:S:1:pos:R:3 method="wB97M-V/def2-TZVPD" homo_lumo_gap_ev=10.58 smiles=S.S
S 2.909 -1.519 1.094
H 2.874 -0.606 0.119
H 4.096 -2.006 0.626
S -3.370 1.040 -0.131
H -2.480 1.897 -0.466
H -4.029 1.193 -1.242

Most stable structure among those shown: <a>. Next: +10.1 kJ/mol.